A 5-piece molecular cluster, C29H61F5N4O18P2S5 overall. Source: the OMol25 dataset; level of theory: wB97M-V/def2-TZVPD.

Results
Relative energy (zero: lowest compared OMol25 entry of this formula, charge and spin)   174.62 kcal per mole
Multiplicity   1
SMILES   CCP(C)[C@@H](COC(F)(F)F)O[C@](CC(=O)F)([C@@H](CCF)O[C@@H](N)CCSc1nnco1)P(N)O.CCOS(C)(=O)=O.CCOS(C)(=O)=O.CCOS(C)(=O)=O.CCOS(C)(=O)=O
Maximum force   10.04 eV Å⁻¹
Charge   0
HOMO-LUMO gap   7.75 eV

```
124
Properties=species:S:1:pos:R:3:lowdin_charge:R:1
C 0.3585 -3.6064 1.9685 -0.213
C 0.6335 -3.2513 0.3909 -0.405
P -0.9522 -2.6020 -0.5357 0.940
C -0.6749 -3.1329 -2.3484 -0.314
C -1.0158 -0.6831 -0.3413 -0.432
C -0.0955 -0.1126 -1.6210 -0.164
O 1.2636 -0.6816 -1.5747 -0.082
C 2.2475 0.2975 -2.0870 -0.227
F 3.5981 -0.3745 -2.1633 0.027
F 1.7500 0.7447 -3.4135 0.046
F 2.4276 1.4155 -1.1049 0.023
O -2.3335 -0.0874 -0.5235 -0.197
C -3.3383 -0.4958 0.4471 -0.473
C -4.3133 -1.7354 -0.1109 -0.054
C -4.6161 -1.5906 -1.7443 -0.117
O -5.7965 -1.0909 -2.2054 -0.017
F -3.6221 -1.9388 -2.8071 -0.044
C -4.2784 0.8619 0.7213 -0.244
C -3.6562 2.2279 0.0637 -0.089
C -2.3178 2.8096 0.8773 -0.106
F -2.8638 3.3408 2.1772 -0.161
O -5.6563 0.7276 0.2301 -0.160
C -6.6237 0.6658 1.3758 -0.339
N -6.7783 2.0066 2.0879 0.033
C -8.1109 0.3744 0.6725 -0.169
C -8.5383 -1.2101 0.6938 -0.438
S -8.9064 -1.7359 2.4802 0.872
C -7.7961 -3.2556 2.7549 -0.399
N -7.8666 -4.3110 3.8449 -0.023
N -6.8505 -5.2308 3.5923 -0.057
C -6.0060 -4.9320 2.3660 -0.032
O -6.6365 -3.6680 1.9068 -0.195
P -2.7202 -1.0395 2.1621 0.936
N -2.0042 0.3289 3.0870 -0.182
O -4.1519 -1.5876 3.0525 -0.343
H -0.7519 -3.9823 2.1869 0.064
H 1.0581 -4.5305 2.2533 0.077
H 0.6826 -2.7347 2.7163 0.076
H 1.5699 -2.5608 0.2223 0.083
H 0.8855 -4.2861 -0.1475 0.072
H -1.1326 -2.4224 -3.1575 0.044
H -1.0836 -4.2499 -2.4493 0.068
H 0.5028 -3.2297 -2.5050 0.060
H -0.4184 -0.2931 0.6160 0.130
H -0.6570 -0.3580 -2.6432 0.142
H -0.0752 1.0801 -1.5727 0.150
H -5.3112 -1.8379 0.5259 0.111
H -3.7807 -2.7983 -0.0015 0.097
H -4.3247 1.0527 1.8989 0.133
H -4.4831 3.0750 0.2187 0.141
H -3.4871 2.1786 -1.1056 0.118
H -1.8527 3.7607 0.3299 0.134
H -1.5077 1.9850 1.0621 0.091
H -6.3612 -0.1828 2.1469 0.138
H -6.0057 2.1422 2.8028 0.083
H -7.6428 1.8926 2.6984 0.087
H -8.0128 0.7373 -0.4397 0.130
H -8.9466 1.0212 1.1828 0.119
H -7.6621 -1.8379 0.2346 0.087
H -9.4777 -1.3134 -0.0209 0.107
H -5.1039 -5.5208 1.8890 0.144
H -2.0047 0.0430 4.1114 0.064
H -1.0058 0.3753 2.7289 0.035
H -4.2090 -2.5995 2.9517 0.057
C 6.3444 2.7552 0.1565 -0.064
C 6.5166 1.4541 -0.6056 -0.272
O 7.6803 1.4778 -1.4193 -0.260
S 9.1339 1.2876 -0.7098 0.643
C 10.0759 1.0295 -2.1926 -0.120
O 9.1284 0.0569 0.0538 -0.278
O 9.5390 2.5500 -0.1295 -0.321
H 7.1384 2.8845 0.8979 0.065
H 5.3861 2.7719 0.6830 0.082
H 6.3939 3.6116 -0.5229 0.088
H 6.5352 0.5954 0.0740 0.120
H 5.6601 1.3177 -1.2746 0.111
H 9.7489 0.1012 -2.6636 0.075
H 11.1296 0.9588 -1.9148 0.078
H 9.9244 1.8802 -2.8597 0.076
C -8.3574 6.7094 -2.4896 -0.078
C -7.7472 6.0312 -3.7024 -0.279
O -6.7712 5.0710 -3.3254 -0.268
S -7.2721 3.6362 -2.7398 0.619
C -5.7086 2.7993 -2.8275 -0.120
O -8.1759 3.0272 -3.6937 -0.287
O -7.6220 3.7977 -1.3448 -0.291
H -8.9488 6.0026 -1.9000 0.070
H -9.0158 7.5279 -2.7937 0.080
H -7.5764 7.1043 -1.8326 0.085
H -8.5184 5.5748 -4.3320 0.116
H -7.2371 6.7848 -4.3121 0.123
H -5.4121 2.7098 -3.8738 0.079
H -5.8313 1.8081 -2.3859 0.060
H -4.9705 3.3694 -2.2601 0.055
C 9.9916 3.3010 2.2827 -0.096
C 11.0826 3.7522 3.2363 -0.267
O 10.6856 4.8972 3.9768 -0.268
S 9.6442 4.7050 5.2142 0.624
C 9.8444 6.3179 5.9292 -0.127
O 10.1804 3.7226 6.1335 -0.289
O 8.3013 4.6081 4.6834 -0.292
H 9.1208 2.9279 2.8299 0.078
H 10.3517 2.4973 1.6344 0.058
H 9.6504 4.1351 1.6619 0.087
H 11.3839 2.9408 3.9073 0.117
H 11.9671 4.0363 2.6560 0.125
H 10.8675 6.4195 6.2946 0.073
H 9.1390 6.4095 6.7577 0.076
H 9.6246 7.0706 5.1698 0.074
C 4.7988 -5.9473 -2.2118 -0.075
C 4.2397 -6.7934 -3.3409 -0.276
O 3.2278 -7.6757 -2.8780 -0.265
S 1.7492 -7.0712 -2.5608 0.617
C 0.8977 -8.6228 -2.4185 -0.121
O 1.2594 -6.3819 -3.7367 -0.289
O 1.7708 -6.4448 -1.2563 -0.301
H 4.0453 -5.2510 -1.8321 0.068
H 5.6563 -5.3617 -2.5545 0.082
H 5.1088 -6.5774 -1.3725 0.087
H 3.8655 -6.1676 -4.1581 0.117
H 5.0433 -7.4141 -3.7518 0.125
H 0.9123 -9.1257 -3.3867 0.076
H -0.1318 -8.4163 -2.1182 0.077
H 1.3920 -9.2283 -1.6565 0.076
```


A 3-piece molecular cluster, C29H62Cl2N3O4S2Si overall. Source: the OMol25 dataset; level of theory: wB97M-V/def2-TZVPD.

Results
Multiplicity   1
Maximum force   1.62 eV Å⁻¹
Charge   +1
HOMO-LUMO gap   8.59 eV

```
103
Properties=species:S:1:pos:R:3:lowdin_charge:R:1
C 6.2793 -0.4023 1.1171 -0.092
C 5.5733 0.9220 0.7411 -0.224
C 4.0165 0.7506 0.7798 -0.191
C 3.4725 1.4758 -0.4546 -0.168
N 1.9951 1.3986 -0.6882 0.106
C 1.2892 0.5547 0.1391 -0.279
N 1.0065 -0.7318 -0.1035 0.061
C 1.3149 -1.6095 -1.2494 -0.067
C 2.6715 -1.3827 -1.9367 -0.230
O 2.6763 -0.3587 -2.9053 -0.221
Si 2.3783 -0.8538 -4.4963 0.451
C 3.4131 -2.3254 -5.0530 -0.154
C 2.8344 0.5886 -5.6196 -0.165
C 0.5246 -1.1252 -4.7755 -0.163
C 0.2920 -1.2113 0.9746 -0.588
Cl -0.2760 -2.8106 1.1799 0.798
C 0.0905 -0.2350 1.8699 -0.218
C -0.6481 -0.2920 3.1689 -0.131
C 0.2407 0.0951 4.3980 -0.230
C 0.6816 -1.1237 5.2111 -0.555
Cl 1.4123 -2.4061 4.2031 0.598
N 0.7331 0.8662 1.3065 0.060
C 0.8107 2.2278 1.8466 -0.083
C -0.2545 3.1824 1.2079 -0.144
C -1.5368 2.4268 0.8419 -0.207
C -2.7399 3.3115 0.5078 -0.176
C -4.0404 2.4655 0.6972 -0.208
C -4.7563 2.1344 -0.6166 -0.212
C -5.9135 1.1242 -0.3142 -0.185
C -5.5331 -0.3483 -0.6372 -0.153
C -5.6015 -1.2874 0.5975 -0.230
O -6.6037 -2.2782 0.4194 -0.190
C -6.1151 -3.4938 -0.1168 -0.115
H 7.3044 -0.4401 0.7461 0.079
H 5.7625 -1.2685 0.6822 0.069
H 6.2614 -0.5648 2.1966 0.053
H 5.9200 1.6686 1.4575 0.110
H 5.9089 1.1640 -0.2711 0.104
H 3.8413 -0.3277 0.7776 0.091
H 3.6874 1.2234 1.7096 0.107
H 3.7026 2.5383 -0.3051 0.131
H 4.0105 1.1987 -1.3639 0.109
H 1.5602 2.3106 -0.6282 0.116
H 1.3237 -2.6276 -0.8552 0.102
H 0.5016 -1.5816 -1.9795 0.126
H 3.0102 -2.3581 -2.3111 0.119
H 3.3935 -1.0946 -1.1634 0.108
H 3.7680 -2.2079 -6.0783 0.039
H 2.7777 -3.2181 -5.0028 0.035
H 4.2856 -2.4873 -4.4110 0.036
H 3.8937 0.8511 -5.5553 0.036
H 2.1733 1.4499 -5.4949 0.033
H 2.6824 0.2276 -6.6465 0.038
H 0.0315 -0.1923 -4.4779 0.035
H 0.3547 -1.2192 -5.8522 0.040
H 0.1409 -1.9880 -4.2257 0.022
H -1.5399 0.3383 3.1625 0.112
H -0.9871 -1.3251 3.2682 0.087
H -0.3752 0.7336 5.0379 0.121
H 1.1302 0.6454 4.0874 0.093
H 1.4506 -0.7986 5.9139 0.063
H -0.1519 -1.5270 5.7862 0.085
H 1.8016 2.6314 1.6350 0.120
H 0.6385 2.2283 2.9191 0.116
H -0.4410 3.9998 1.9086 0.121
H 0.1778 3.6584 0.3168 0.109
H -1.7908 1.7993 1.7020 0.086
H -1.3680 1.7227 0.0163 0.125
H -2.8122 4.1872 1.1593 0.111
H -2.7580 3.6563 -0.5296 0.114
H -4.7388 2.9744 1.3692 0.114
H -3.8183 1.5092 1.1947 0.100
H -5.2362 3.0307 -1.0240 0.112
H -4.0906 1.7499 -1.3949 0.099
H -6.7599 1.3997 -0.9456 0.101
H -6.2102 1.2352 0.7326 0.099
H -4.5530 -0.4033 -1.1242 0.098
H -6.2739 -0.7115 -1.3538 0.104
H -4.6282 -1.7572 0.8021 0.105
H -5.8607 -0.7100 1.4908 0.112
H -5.0636 -3.4503 -0.4233 0.080
H -6.2392 -4.3288 0.5826 0.085
H -6.7076 -3.7293 -1.0100 0.086
C -4.1375 0.1246 -5.1274 -0.277
S -5.7803 0.8581 -5.0819 0.817
O -5.9221 1.5379 -3.7684 -0.550
C -6.6775 -0.6962 -4.9763 -0.265
H -3.4081 0.9322 -5.1542 0.047
H -3.9798 -0.4829 -4.2350 0.049
H -4.0366 -0.4861 -6.0248 0.054
H -6.3543 -1.2499 -4.0939 0.048
H -6.4979 -1.2812 -5.8785 0.055
H -7.7387 -0.4691 -4.8963 0.054
C 4.8076 -1.2600 5.0675 -0.289
S 6.2369 -0.2444 5.4761 0.781
O 7.4430 -1.0661 5.2211 -0.538
C 5.9602 -0.2312 7.2526 -0.267
H 4.8044 -1.4311 3.9933 0.030
H 4.8702 -2.2167 5.5867 0.065
H 3.8951 -0.7346 5.3527 0.026
H 5.9514 -1.2532 7.6317 0.061
H 5.0126 0.2629 7.4699 0.051
H 6.7731 0.3233 7.7171 0.053
```


Number 1: HOMO level -0.29155 Eh. Number 2: HOMO level -0.39373 Eh.